[1]
Density functional theory data (ωB97M-V with the def2-TZVPD basis set) for a molecular structure, C34H32KNO2P2.

```
72
Properties=species:S:1:pos:R:3:forces:R:3:lowdin_charge:R:1
K -0.814 1.596 -0.921 -0.263 -0.098 -2.518 0.735
N -0.961 -1.795 -1.818 0.064 -0.087 0.026 -0.439
P 0.580 -1.038 -1.746 -0.040 -0.201 0.067 0.947
C 0.922 -1.239 0.049 -0.024 -0.053 -0.055 -0.373
C 1.054 -2.505 0.627 0.014 0.034 0.048 -0.101
C 1.054 -2.646 2.004 0.003 -0.010 -0.013 -0.074
C 0.902 -1.529 2.821 0.003 0.004 0.007 -0.069
C 0.778 -0.270 2.260 0.027 0.024 -0.006 -0.054
C 0.807 -0.128 0.878 0.196 -0.141 0.020 -0.127
C 1.656 -2.325 -2.459 -0.010 0.016 0.023 -0.389
C 1.181 -3.269 -3.361 0.003 -0.003 -0.023 -0.097
C 2.046 -4.200 -3.922 0.002 0.008 0.004 -0.083
C 3.392 -4.188 -3.592 -0.007 0.004 0.006 -0.087
C 3.876 -3.238 -2.700 0.003 -0.011 -0.015 -0.080
C 3.014 -2.312 -2.138 -0.003 0.005 0.007 -0.104
P -2.434 -0.910 -1.889 0.017 -0.329 0.080 0.957
C -3.565 -2.352 -1.974 -0.124 0.152 -0.050 -0.363
C -4.805 -2.298 -1.338 0.016 -0.006 0.024 -0.090
C -5.696 -3.354 -1.442 -0.013 -0.040 -0.022 -0.078
C -5.363 -4.480 -2.183 -0.012 0.019 0.016 -0.088
C -4.137 -4.539 -2.826 0.026 0.020 -0.002 -0.085
C -3.246 -3.478 -2.730 0.003 -0.005 -0.050 -0.104
C -2.763 -0.378 -0.154 -0.225 -0.178 -0.051 -0.465
C -3.388 0.853 0.050 -0.274 -0.188 0.007 -0.183
C -3.649 1.317 1.331 0.018 0.004 -0.007 -0.067
C -3.289 0.546 2.424 0.002 0.002 0.001 -0.052
C -2.687 -0.691 2.234 0.017 -0.012 0.001 -0.062
C -2.425 -1.152 0.954 0.034 0.022 -0.005 -0.090
H -1.014 -2.665 -1.292 -0.025 0.000 -0.027 0.058
H 1.159 -3.380 -0.005 -0.001 -0.002 0.000 0.109
H 1.163 -3.629 2.445 -0.002 -0.002 0.000 0.105
H 0.882 -1.645 3.898 0.000 -0.003 0.002 0.109
H 0.636 0.605 2.879 -0.002 -0.006 0.002 0.102
H 0.731 0.871 0.474 0.341 -0.151 0.369 0.034
H 0.132 -3.274 -3.628 -0.006 -0.003 0.012 0.082
H 1.666 -4.935 -4.620 -0.003 -0.001 -0.001 0.103
H 4.065 -4.914 -4.028 0.004 0.001 -0.001 0.102
H 4.926 -3.224 -2.440 0.001 0.002 0.004 0.105
H 3.394 -1.580 -1.434 0.009 -0.009 0.000 0.109
H -5.069 -1.434 -0.741 -0.006 -0.013 -0.005 0.103
H -6.652 -3.301 -0.937 0.000 0.004 0.004 0.105
H -6.056 -5.308 -2.257 -0.004 -0.001 -0.001 0.103
H -3.870 -5.411 -3.409 0.003 0.000 -0.002 0.103
H -2.299 -3.529 -3.253 0.021 0.007 0.013 0.084
H -3.673 1.458 -0.808 0.010 0.008 0.004 0.101
H -4.091 2.292 1.477 0.000 0.003 -0.001 0.118
H -3.452 0.924 3.424 -0.002 -0.001 0.002 0.114
H -2.399 -1.291 3.087 0.000 0.004 0.004 0.108
H -1.937 -2.111 0.822 -0.003 0.001 0.007 0.107
C 5.114 5.168 0.683 -0.044 -0.011 0.005 -0.055
C 3.729 4.682 1.020 0.024 0.001 0.001 -0.274
C 3.464 4.015 2.204 0.005 -0.003 -0.005 -0.017
C 2.186 3.571 2.538 -0.010 0.002 0.005 -0.192
C 2.017 2.860 3.859 -0.007 0.006 -0.019 -0.040
C 1.132 3.776 1.639 0.023 0.005 -0.011 -0.045
C 1.382 4.465 0.440 -0.022 0.033 -0.015 -0.201
C 0.296 4.809 -0.560 0.047 -0.031 0.162 -0.045
C 2.666 4.910 0.156 -0.008 -0.004 0.007 -0.023
C -0.273 3.242 1.929 -0.033 0.083 0.008 -0.629
O -0.794 3.452 3.022 -0.024 0.005 0.024 0.024
O -0.788 2.594 0.955 0.254 1.081 1.995 -0.295
H 5.823 4.909 1.469 0.006 0.000 -0.002 0.071
H 5.128 6.253 0.560 0.009 0.002 -0.002 0.079
H 5.467 4.729 -0.251 0.011 0.003 0.000 0.077
H 4.274 3.840 2.906 0.002 -0.002 0.001 0.114
H 2.678 3.301 4.606 -0.001 0.002 0.003 0.079
H 2.299 1.807 3.764 0.013 0.002 0.009 0.071
H 0.992 2.920 4.212 -0.002 -0.003 0.004 0.066
H -0.694 4.770 -0.113 -0.020 0.007 -0.031 0.078
H 0.316 4.128 -1.419 -0.002 0.048 0.008 0.060
H 0.466 5.813 -0.949 -0.005 -0.016 -0.053 0.082
H 2.839 5.465 -0.762 -0.006 0.001 -0.001 0.119
```
Forces are in eV/Å.

## Properties
Energy = -76267.1615 eV
Gap between HOMO and LUMO = 8.1 eV
Energy above the lowest of the compared OMol25 structures with the same formula, charge and spin = 24.1 kcal/mol

***

[2]
Density functional theory data (ωB97M-V with the def2-TZVPD basis set) for a molecular structure, C34H33BClNO9Si2.

```
81
Properties=species:S:1:pos:R:3:forces:R:3:lowdin_charge:R:1
C -3.752 -0.210 -3.156 0.033 0.015 0.167 -0.072
C -3.077 0.376 -4.488 0.412 0.629 1.626 -0.328
O -3.591 1.745 -4.641 0.038 -1.248 0.458 -0.088
C -1.463 0.562 -4.357 -0.715 0.079 -2.282 -0.230
O -1.100 1.473 -3.287 0.573 -2.455 1.142 -0.279
Si -0.351 0.678 -1.949 -1.560 -0.124 -1.017 0.467
C 1.551 0.832 -2.120 1.326 0.978 -1.222 -0.195
C 2.125 0.375 -3.559 3.034 -3.884 0.378 -0.682
O 2.867 -0.630 -3.715 -3.390 4.459 0.837 -0.042
Cl 1.782 1.326 -5.113 -0.013 -0.412 1.717 0.601
O -0.949 -0.939 -1.820 2.079 1.493 0.989 -0.382
Si 0.001 -1.938 -0.760 0.275 -0.763 -1.887 0.578
C 1.342 -2.785 -1.890 0.091 0.631 -0.692 -0.207
B -1.164 -3.428 -0.173 -1.557 -1.746 1.456 -0.543
N -1.583 -4.515 -1.160 0.140 1.400 0.073 0.078
O -1.664 -3.576 1.188 -0.774 1.344 -2.618 -0.008
H -3.412 -1.283 -2.928 -0.474 1.630 -0.337 0.078
H -4.902 -0.177 -3.206 1.770 -0.118 -0.237 0.093
H -3.470 0.466 -2.258 -0.241 -1.135 -1.423 0.089
H -3.334 -0.263 -5.408 0.413 1.162 1.293 0.154
H -3.779 2.063 -3.729 0.297 -0.263 -0.969 0.089
H -0.904 -0.437 -4.354 -0.807 1.231 0.332 0.119
H -1.158 1.087 -5.343 -0.488 -0.832 1.591 0.115
H -0.741 1.417 -0.732 0.107 -0.039 -0.131 0.036
H 2.145 0.362 -1.248 -0.856 0.359 -1.734 0.102
H 1.789 1.966 -2.057 -0.648 -1.653 -0.129 0.107
H 0.596 -1.214 0.370 0.113 0.487 -0.029 0.004
H 1.156 -2.467 -2.988 0.301 -0.491 1.758 0.051
H 2.367 -2.372 -1.606 -1.159 -0.992 -0.498 0.042
H 1.270 -3.925 -1.879 0.392 1.571 0.201 0.024
H -0.759 -4.905 -1.645 -0.515 0.305 0.214 0.055
H -2.126 -4.046 -1.914 0.405 -0.534 0.463 0.073
H -2.648 -3.600 1.084 0.955 -0.597 0.416 0.114
C 0.618 -5.289 1.625 0.356 -0.158 0.036 -0.052
C 1.912 -5.334 1.108 0.051 -0.064 0.289 -0.041
C 2.993 -5.567 1.953 -0.077 0.062 -0.225 0.008
C 2.783 -5.744 3.320 -0.213 0.091 -0.295 -0.084
C 1.490 -5.675 3.841 -0.079 0.045 -0.418 -0.078
C 0.407 -5.458 2.988 -0.056 0.058 -0.189 0.025
C 1.260 -5.812 5.297 -0.926 0.045 0.338 -0.279
O 0.130 -5.755 5.753 0.314 -0.019 -0.109 0.104
C 2.422 -6.010 6.192 0.247 -0.030 0.336 -0.084
C 2.226 -6.083 7.572 0.148 -0.035 0.220 0.003
C 3.311 -6.282 8.420 -0.104 0.019 -0.211 -0.058
C 4.594 -6.418 7.892 -0.069 0.026 -0.203 -0.058
C 4.794 -6.340 6.518 0.033 -0.013 0.247 0.002
C 3.709 -6.126 5.666 0.054 -0.048 0.386 -0.085
C 3.937 -6.009 4.208 0.920 -0.080 -0.409 -0.280
O 5.060 -6.124 3.746 -0.310 0.036 0.142 0.101
H -0.225 -5.116 0.967 0.253 -0.390 0.303 0.066
H 2.078 -5.190 0.045 0.025 -0.036 0.102 0.097
H 3.997 -5.606 1.543 -0.078 -0.045 0.220 0.122
H -0.602 -5.417 3.386 0.195 0.019 0.069 0.126
H 1.230 -5.981 7.990 0.076 -0.013 -0.228 0.121
H 3.157 -6.333 9.493 0.002 0.003 -0.121 0.107
H 5.439 -6.580 8.553 -0.086 0.018 -0.083 0.107
H 5.796 -6.442 6.114 -0.208 0.047 -0.105 0.121
C -0.477 4.806 -4.242 -0.039 0.034 0.120 -0.044
C -0.382 6.059 -4.844 -0.057 0.106 0.224 -0.050
C -0.649 7.208 -4.106 0.067 -0.149 -0.198 0.004
C -1.023 7.106 -2.766 0.052 -0.222 -0.263 -0.086
C -1.141 5.850 -2.171 0.125 -0.067 -0.342 -0.080
C -0.857 4.700 -2.909 0.084 -0.031 -0.136 0.008
C -1.585 5.724 -0.764 -0.055 -0.864 0.342 -0.278
O -1.686 4.626 -0.242 0.026 0.263 -0.107 0.092
C -1.914 6.951 -0.004 -0.141 0.251 0.298 -0.085
C -2.388 6.846 1.305 -0.075 0.166 0.193 0.002
C -2.687 7.994 2.031 0.080 -0.116 -0.184 -0.058
C -2.504 9.250 1.458 0.068 -0.087 -0.185 -0.058
C -2.037 9.359 0.153 -0.093 0.043 0.225 0.003
C -1.750 8.209 -0.584 -0.125 0.086 0.371 -0.084
C -1.287 8.335 -1.985 0.136 0.882 -0.478 -0.280
O -1.131 9.434 -2.489 -0.054 -0.299 0.167 0.102
H -0.261 3.909 -4.815 -0.052 0.048 0.113 0.094
H -0.099 6.140 -5.888 -0.026 0.001 0.115 0.109
H -0.568 8.181 -4.579 -0.041 -0.062 0.225 0.121
H -0.934 3.720 -2.448 -0.097 0.245 -0.016 0.090
H -2.530 5.870 1.759 0.094 0.066 -0.209 0.120
H -3.061 7.910 3.047 0.047 -0.005 -0.112 0.107
H -2.730 10.146 2.027 0.028 -0.092 -0.072 0.108
H -1.901 10.341 -0.290 0.025 -0.219 -0.092 0.121
```
Forces are in eV/Å.

## Properties
Energy = -84669.0704 eV
Gap between HOMO and LUMO = 8.7 eV

***

[3]
Density functional theory data (ωB97M-V with the def2-TZVPD basis set) for a molecular structure, C34H33Cl5N3OPSbSe4SiTl.

```
84
Properties=species:S:1:pos:R:3:forces:R:3:lowdin_charge:R:1
Tl -0.009 -0.035 0.250 0.908 0.058 -0.197 0.699
C 6.292 2.476 -3.961 -0.040 -0.031 -0.053 -0.114
C 5.149 2.219 -4.709 -0.030 -0.027 0.050 -0.103
C 4.033 1.664 -4.097 0.049 0.060 0.074 -0.130
C 4.023 1.383 -2.727 -0.050 -0.036 -0.037 -0.399
C 5.177 1.644 -1.992 0.000 0.038 -0.006 -0.091
C 6.303 2.185 -2.605 -0.035 -0.004 0.010 -0.094
P 2.489 0.556 -2.101 -0.067 0.059 0.138 1.098
C 2.938 0.098 -0.356 -0.067 -0.273 -0.018 -0.360
C 2.804 -1.327 0.124 -0.165 0.045 -0.099 -0.341
C 2.849 -1.515 1.628 -0.219 0.211 0.167 -0.151
C 3.187 -0.364 2.477 0.043 -0.191 0.091 -0.043
C 3.285 0.861 1.970 0.106 0.201 -0.040 -0.073
C 3.114 1.080 0.547 0.085 -0.033 -0.017 -0.107
C 1.419 2.026 -1.682 -0.107 0.091 0.193 -0.384
C 1.623 3.277 -2.265 -0.064 -0.111 0.016 -0.105
C 0.817 4.365 -1.937 -0.008 -0.022 -0.022 -0.100
C -0.212 4.218 -1.025 0.007 0.014 -0.014 -0.089
C -0.439 2.971 -0.450 -0.170 -0.048 0.018 -0.141
C 0.357 1.881 -0.762 0.211 -0.161 -0.156 -0.242
H 7.175 2.886 -4.440 -0.027 0.015 0.027 0.090
H 5.134 2.433 -5.772 -0.008 -0.005 0.029 0.093
H 3.145 1.440 -4.681 0.055 -0.009 -0.020 0.100
H 5.196 1.410 -0.935 0.038 -0.001 -0.040 0.092
H 7.195 2.379 -2.020 -0.036 -0.027 0.010 0.095
H 2.380 -2.745 -1.421 -0.079 -0.058 0.000 0.079
H 3.206 -2.463 2.011 0.050 -0.011 -0.015 0.135
H 3.361 -0.546 3.531 -0.072 0.018 -0.026 0.111
H 3.483 1.711 2.611 -0.032 -0.026 -0.034 0.106
H 3.105 2.107 0.199 -0.024 0.005 0.044 0.117
H 2.431 3.423 -2.969 0.063 0.001 -0.028 0.083
H 1.015 5.332 -2.387 0.003 -0.023 0.003 0.092
H -0.829 5.057 -0.725 0.023 -0.021 -0.022 0.102
H -1.257 2.877 0.260 0.049 -0.016 0.018 0.034
Cl 4.473 -1.917 -2.009 -0.012 -0.045 0.044 0.657
C 3.244 -2.466 -0.821 0.083 0.045 0.234 -0.578
C 1.500 -1.623 0.919 0.040 -0.081 -0.542 -0.267
C 0.887 -2.975 0.817 0.147 0.058 0.114 -0.610
Cl -0.846 -2.957 0.935 -0.016 -0.103 0.035 0.717
C 1.462 -4.193 0.711 -0.135 0.003 -0.090 -0.704
Cl 0.483 -5.644 0.652 0.099 0.015 -0.051 0.622
C 2.899 -4.440 0.632 -0.017 -0.007 -0.034 -0.737
Cl 3.505 -5.763 1.589 -0.088 0.010 0.050 0.640
C 3.747 -3.663 -0.047 -0.047 0.106 -0.110 -0.707
Cl 5.448 -3.883 0.157 0.002 0.143 -0.061 0.657
C -0.474 -1.256 -4.392 -0.102 0.021 -0.060 -0.180
Si -0.432 -2.262 -2.784 0.085 0.094 -0.106 0.199
C -2.157 -2.977 -2.450 -0.127 -0.011 0.009 -0.190
C 0.623 -3.779 -3.204 0.080 -0.052 -0.037 -0.175
O 0.162 -1.385 -1.598 0.065 -0.159 0.147 -0.457
H -1.136 -1.678 -5.160 0.071 0.032 0.070 0.016
H 0.541 -1.214 -4.803 -0.066 0.041 0.030 0.015
H -0.784 -0.223 -4.190 -0.007 -0.075 -0.017 0.015
H -2.710 -3.188 -3.375 0.086 -0.006 0.071 0.019
H -2.756 -2.302 -1.832 0.036 -0.098 -0.039 -0.001
H -2.062 -3.920 -1.900 -0.015 0.073 -0.011 0.016
H 0.145 -4.351 -4.011 0.061 0.043 0.068 0.024
H 0.745 -4.457 -2.350 -0.032 0.078 -0.033 0.011
H 1.620 -3.484 -3.555 -0.080 -0.028 0.040 0.022
N 0.862 1.147 4.190 -0.084 -0.074 -0.091 0.077
C -0.052 0.804 3.572 0.242 -0.073 0.328 -0.792
Se -1.286 4.490 3.045 -0.099 -0.401 -0.074 -0.211
Sb -2.902 2.695 3.095 -0.587 0.654 0.094 -0.251
Se -3.845 2.085 5.232 0.163 -0.029 -0.231 -0.272
Se -4.432 2.631 1.194 0.256 -0.098 0.107 -0.198
Se -1.508 0.220 2.625 -0.031 0.206 -0.008 0.530
N -2.298 -0.054 -0.584 -0.444 -0.110 0.028 0.155
C -2.810 0.429 -1.500 -0.059 0.161 -0.168 -0.244
N -3.350 0.957 -2.580 0.101 0.061 -0.032 -0.062
C -3.885 0.079 -3.625 -0.046 0.016 0.114 -0.144
C -5.400 -0.027 -3.493 -0.017 0.077 0.029 -0.176
C -6.041 1.364 -3.507 0.047 -0.043 0.074 -0.205
C -5.425 2.260 -2.429 0.036 -0.009 -0.031 -0.196
C -3.907 2.317 -2.555 -0.083 -0.111 0.139 -0.150
H -3.398 -0.892 -3.559 0.019 0.046 0.023 0.094
H -3.621 0.526 -4.588 0.039 0.000 -0.022 0.127
H -5.635 -0.526 -2.548 0.007 -0.013 -0.035 0.122
H -5.792 -0.648 -4.303 -0.013 -0.003 0.001 0.107
H -7.118 1.278 -3.349 0.008 0.021 -0.041 0.103
H -5.893 1.820 -4.495 -0.002 -0.016 0.019 0.107
H -5.664 1.875 -1.434 -0.014 0.004 0.011 0.070
H -5.824 3.275 -2.485 -0.016 -0.024 -0.005 0.114
H -3.475 2.863 -1.717 0.045 -0.041 0.009 0.084
H -3.611 2.797 -3.493 0.034 0.023 -0.003 0.125
```
Forces are in eV/Å.

## Properties
Charge = -2
Energy = -394708.8885 eV
Gap between HOMO and LUMO = 5.9 eV
Energy above the lowest of the compared OMol25 structures with the same formula, charge and spin = 54.1 kcal/mol

***

Question: energy of number 3 (C34H33Cl5N3OPSbSe4SiTl)?
Answer: -394708.8885 eV

***

Question: The lowest gap between HOMO and LUMO belongs to which entry?
Answer: C34H33Cl5N3OPSbSe4SiTl